Record 1
DFT (the ωB97M-V functional and the def2-TZVPD basis) results for C4H11MnN2O9P2S as an isolated structure.

Geometry (Å):
Mn (-0.666, 0.442, 0.489)
N (0.447, -0.859, -3.326)
C (1.024, -1.654, -2.216)
C (1.803, -2.804, -2.816)
P (-0.416, -2.364, -1.303)
O (0.287, -3.540, -0.477)
O (-1.388, -2.842, -2.300)
O (-0.929, -1.340, -0.272)
P (2.141, -0.499, -1.254)
O (2.697, -1.438, -0.077)
O (3.199, -0.064, -2.183)
O (1.275, 0.562, -0.600)
H (-0.198, -1.469, -3.849)
H (1.211, -0.487, -3.905)
H (-0.155, -0.046, -2.964)
H (1.145, -3.416, -3.434)
H (2.176, -3.434, -2.014)
H (2.650, -2.449, -3.402)
H (-0.381, -4.167, -0.194)
H (3.543, -1.803, -0.340)
N (-1.281, 0.989, -2.369)
C (-1.341, 0.999, -1.211)
C (1.557, 1.840, 2.825)
S (-0.053, 1.044, 2.758)
O (-0.847, 1.854, 1.763)
O (-0.598, 1.001, 4.073)
O (0.094, -0.260, 2.089)
H (1.398, 2.853, 3.173)
H (2.000, 1.826, 1.836)
H (2.159, 1.278, 3.527)

Its spin multiplicity is 5. Its LUMO energy (alpha / beta) is -2.13 / -1.29 eV. Its highest occupied orbital energy (alpha / beta) is -10.3 / -10.3 eV. Its energy above the lowest of the compared OMol25 structures with the same formula, charge and spin is 0.9164 eV. The HOMO-LUMO gap (alpha / beta) is 8.17 / 9.03 eV. The expectation value of S² is 6.047.

Per-atom Löwdin charges, elementary charge units: atom 1 (Mn): 0.938, atom 2 (N): 0.154, atom 3 (C): -0.528, atom 4 (C): -0.086, atom 5 (P): 0.359, atom 6 (O): -0.108, atom 7 (O): -0.268, atom 8 (O): -0.376, atom 9 (P): 0.305, atom 10 (O): -0.116, atom 11 (O): -0.284, atom 12 (O): -0.353, atom 13 (H): 0.153, atom 14 (H): 0.165, atom 15 (H): 0.058, atom 16 (H): 0.092, atom 17 (H): 0.081, atom 18 (H): 0.089, atom 19 (H): 0.090, atom 20 (H): 0.079, atom 21 (N): 0.048, atom 22 (C): -0.214, atom 23 (C): -0.084, atom 24 (S): 0.506, atom 25 (O): -0.354, atom 26 (O): -0.234, atom 27 (O): -0.330, atom 28 (H): 0.078, atom 29 (H): 0.066, atom 30 (H): 0.078

=====

Record 2
DFT (the ωB97M-V functional and the def2-TZVPD basis) results for an isolated ion of composition CHFNO3S and charge -1.

Geometry (Å):
C (0.788, -0.516, -0.095)
N (1.496, -0.429, -1.133)
O (-1.269, -0.242, 1.743)
O (-1.860, 0.112, -0.668)
O (-0.637, 1.812, 0.591)
F (1.065, -1.505, 0.787)
S (-0.904, 0.380, 0.461)
H (1.323, 0.388, -1.685)

Its spin multiplicity is 1. Its total charge is -1. Its LUMO energy is 4.22 eV. Its highest occupied orbital energy is -5.4 eV. Its energy above the lowest of the compared OMol25 structures with the same formula, charge and spin is 0.8190 eV. The HOMO-LUMO gap is 9.61 eV.

Per-atom Löwdin charges, elementary charge units: atom 1 (C): -0.420, atom 2 (N): 0.114, atom 3 (O): -0.391, atom 4 (O): -0.417, atom 5 (O): -0.399, atom 6 (F): 0.003, atom 7 (S): 0.470, atom 8 (H): 0.040

=====

Record 3
DFT (the ωB97M-V functional and the def2-TZVPD basis) results for one molecule with the formula C4H6FNO.

Geometry (Å):
C (-1.599, 0.554, -0.035)
C (0.682, 0.253, 0.350)
C (0.973, -1.156, -0.039)
C (1.608, 1.189, 0.356)
N (-2.758, 0.803, 0.363)
O (-0.504, 0.560, 0.851)
F (2.828, 0.918, -0.062)
H (-1.395, 0.542, -1.165)
H (0.473, -1.397, -0.932)
H (2.089, -1.077, 0.123)
H (0.489, -1.695, 0.772)
H (1.481, 2.079, 1.022)
H (-3.527, 0.876, -0.308)

Its spin multiplicity is 1. Its LUMO energy is 0.89 eV. Its highest occupied orbital energy is -9.3 eV. Its energy above the lowest of the compared OMol25 structures with the same formula, charge and spin is 2.1973 eV. The HOMO-LUMO gap is 10.17 eV.

Per-atom Löwdin charges, elementary charge units: atom 1 (C): -0.258, atom 2 (C): -0.422, atom 3 (C): 0.011, atom 4 (C): -0.110, atom 5 (N): 0.110, atom 6 (O): -0.008, atom 7 (F): 0.033, atom 8 (H): 0.159, atom 9 (H): 0.066, atom 10 (H): 0.112, atom 11 (H): 0.096, atom 12 (H): 0.150, atom 13 (H): 0.061

=====

Record 4
DFT (the ωB97M-V functional and the def2-TZVPD basis) results for C46H40BN14OS2W as an isolated structure.

Geometry (Å):
W (-0.264, -0.078, -0.170)
C (3.648, -4.476, 2.796)
C (3.533, -3.612, 3.897)
C (2.676, -2.531, 3.870)
C (1.937, -2.329, 2.709)
C (1.003, -1.306, 2.339)
N (0.670, -0.339, 3.149)
C (-0.233, 0.562, 2.864)
C (-0.708, 1.525, 3.819)
C (-0.354, 1.803, 5.135)
C (-1.064, 2.788, 5.792)
C (-2.121, 3.469, 5.170)
C (-2.484, 3.186, 3.868)
C (-1.750, 2.214, 3.197)
C (-1.871, 1.663, 1.877)
N (-2.786, 2.037, 1.029)
C (-2.983, 1.410, -0.108)
N (-2.306, 0.307, -0.595)
C (-2.935, -0.020, -1.788)
N (-2.675, -1.044, -2.556)
C (-1.733, -1.903, -2.278)
N (-0.776, -1.776, -1.283)
C (-0.032, -2.945, -1.335)
N (0.908, -3.318, -0.498)
C (1.146, -2.693, 0.619)
N (0.533, -1.516, 1.043)
C (2.040, -3.194, 1.621)
C (2.903, -4.285, 1.651)
C (-0.481, -3.786, -2.403)
C (-0.078, -5.051, -2.828)
C (-0.786, -5.635, -3.857)
C (-1.885, -4.984, -4.443)
C (-2.288, -3.734, -4.022)
C (-1.561, -3.132, -2.997)
C (-3.993, 0.906, -2.076)
C (-4.898, 1.008, -3.130)
C (-5.817, 2.037, -3.084)
C (-5.850, 2.942, -2.010)
C (-4.961, 2.839, -0.960)
C (-4.023, 1.809, -1.013)
N (-0.911, 0.690, 1.660)
H (4.335, -5.309, 2.856)
H (4.128, -3.802, 4.780)
H (2.570, -1.855, 4.708)
H (0.444, 1.258, 5.621)
H (-0.808, 3.038, 6.813)
H (-2.664, 4.221, 5.726)
H (-3.307, 3.685, 3.374)
H (2.984, -4.945, 0.797)
H (0.757, -5.543, -2.344)
H (-0.508, -6.617, -4.215)
H (-2.438, -5.487, -5.225)
H (-3.144, -3.229, -4.450)
H (-4.882, 0.293, -3.942)
H (-6.538, 2.149, -3.885)
H (-6.596, 3.727, -2.008)
H (-4.985, 3.512, -0.113)
C (2.114, -2.338, -4.352)
N (2.879, -2.278, -3.123)
C (3.945, -3.089, -2.804)
C (4.452, -2.626, -1.638)
N (3.716, -1.532, -1.252)
B (3.860, -0.779, 0.098)
N (4.122, 0.742, -0.108)
C (5.374, 1.302, -0.271)
C (5.311, 2.606, 0.066)
N (4.005, 2.858, 0.433)
C (3.498, 4.097, 0.987)
C (3.297, 1.710, 0.326)
S (1.613, 1.698, 0.690)
C (2.733, -1.355, -2.144)
S (1.564, -0.083, -2.155)
H (1.968, -3.376, -4.642)
H (2.639, -1.808, -5.147)
H (1.146, -1.871, -4.194)
H (4.246, -3.915, -3.425)
H (5.293, -2.968, -1.062)
H (4.776, -1.258, 0.706)
H (2.818, -0.830, 0.661)
H (6.204, 0.712, -0.617)
H (6.072, 3.365, 0.083)
H (4.339, 4.732, 1.251)
H (2.904, 3.881, 1.873)
H (2.864, 4.617, 0.268)
C (-1.074, 1.085, -4.122)
N (-1.240, 2.381, -3.491)
C (-1.909, 3.380, -4.318)
C (-1.450, 4.770, -3.936)
C (-1.676, 4.932, -2.448)
N (-0.990, 3.869, -1.721)
C (-0.558, 4.227, -0.383)
C (-0.859, 2.619, -2.220)
O (-0.333, 1.699, -1.537)
H (-2.035, 0.733, -4.501)
H (-0.690, 0.367, -3.409)
H (-0.368, 1.166, -4.951)
H (-2.994, 3.284, -4.199)
H (-1.670, 3.166, -5.360)
H (-2.001, 5.525, -4.495)
H (-0.386, 4.877, -4.157)
H (-2.747, 4.903, -2.218)
H (-1.279, 5.884, -2.096)
H (-1.419, 4.475, 0.241)
H (0.106, 5.092, -0.442)
H (-0.015, 3.407, 0.068)

Its spin multiplicity is 1. Its total charge is +1. Its LUMO energy (alpha / beta) is -3.98 / -3.98 eV. Its highest occupied orbital energy (alpha / beta) is -8.6 / -8.6 eV. The HOMO-LUMO gap (alpha / beta) is 4.66 / 4.66 eV.

These are the Löwdin partial charges, in e, on atoms 1 to 99: atom 1 (W): 1.453, atom 2 (C): -0.052, atom 3 (C): -0.051, atom 4 (C): 0.014, atom 5 (C): -0.109, atom 6 (C): -0.270, atom 7 (N): 0.226, atom 8 (C): -0.308, atom 9 (C): -0.099, atom 10 (C): 0.008, atom 11 (C): -0.056, atom 12 (C): -0.056, atom 13 (C): 0.002, atom 14 (C): -0.100, atom 15 (C): -0.268, atom 16 (N): 0.228, atom 17 (C): -0.264, atom 18 (N): 0.021, atom 19 (C): -0.279, atom 20 (N): 0.216, atom 21 (C): -0.273, atom 22 (N): -0.023, atom 23 (C): -0.278, atom 24 (N): 0.238, atom 25 (C): -0.274, atom 26 (N): -0.017, atom 27 (C): -0.114, atom 28 (C): 0.006, atom 29 (C): -0.117, atom 30 (C): -0.007, atom 31 (C): -0.061, atom 32 (C): -0.058, atom 33 (C): 0.002, atom 34 (C): -0.103, atom 35 (C): -0.110, atom 36 (C): -0.006, atom 37 (C): -0.064, atom 38 (C): -0.063, atom 39 (C): -0.003, atom 40 (C): -0.109, atom 41 (N): -0.043, atom 42 (H): 0.109, atom 43 (H): 0.110, atom 44 (H): 0.119, atom 45 (H): 0.119, atom 46 (H): 0.110, atom 47 (H): 0.109, atom 48 (H): 0.117, atom 49 (H): 0.118, atom 50 (H): 0.118, atom 51 (H): 0.109, atom 52 (H): 0.109, atom 53 (H): 0.117, atom 54 (H): 0.118, atom 55 (H): 0.109, atom 56 (H): 0.108, atom 57 (H): 0.117, atom 58 (C): -0.017, atom 59 (N): -0.105, atom 60 (C): -0.033, atom 61 (C): -0.042, atom 62 (N): 0.018, atom 63 (B): -0.451, atom 64 (N): 0.011, atom 65 (C): -0.043, atom 66 (C): -0.035, atom 67 (N): -0.122, atom 68 (C): -0.034, atom 69 (C): -0.619, atom 70 (S): 0.765, atom 71 (C): -0.637, atom 72 (S): 0.764, atom 73 (H): 0.094, atom 74 (H): 0.102, atom 75 (H): 0.061, atom 76 (H): 0.126, atom 77 (H): 0.125, atom 78 (H): 0.095, atom 79 (H): 0.047, atom 80 (H): 0.128, atom 81 (H): 0.124, atom 82 (H): 0.095, atom 83 (H): 0.078, atom 84 (H): 0.088, atom 85 (C): -0.039, atom 86 (N): -0.048, atom 87 (C): -0.140, atom 88 (C): -0.139, atom 89 (C): -0.143, atom 90 (N): -0.054, atom 91 (C): -0.035, atom 92 (C): -0.430, atom 93 (O): -0.302, atom 94 (H): 0.093, atom 95 (H): 0.014, atom 96 (H): 0.103, atom 97 (H): 0.126, atom 98 (H): 0.128, atom 99 (H): 0.124

=====

Record 5
DFT (the ωB97M-V functional and the def2-TZVPD basis) results for a 3-piece molecular cluster, C24H26ClF6NO7S2 overall.

Geometry (Å):
O (1.596, -0.952, 1.142)
C (1.112, 0.196, 0.664)
Cl (1.143, 1.698, 1.811)
C (0.460, 0.447, -0.820)
C (0.008, -0.926, -1.612)
C (1.303, -1.817, -2.097)
C (2.545, -0.898, -2.708)
C (3.815, -0.734, -1.674)
O (4.639, 0.425, -2.154)
C (-0.642, -0.323, -2.990)
O (-0.224, 0.583, -3.876)
N (-2.018, -0.889, -3.257)
C (-2.691, -1.349, -1.983)
C (-3.715, -0.196, -1.414)
C (-3.497, 1.297, -2.091)
O (-4.059, 1.390, -3.480)
C (-4.330, 2.468, -1.235)
F (-3.923, 3.830, -1.746)
F (-5.794, 2.224, -1.487)
F (-4.010, 2.472, 0.212)
S (-3.803, -2.727, -2.588)
O (-3.075, -3.809, -3.461)
O (-4.968, -2.199, -3.515)
F (-4.553, -3.440, -1.185)
C (-1.348, -1.739, -1.065)
O (-1.608, -1.541, 0.400)
S (-0.844, -3.583, -1.029)
H (-0.551, 1.055, -0.636)
H (1.153, 1.161, -1.434)
H (1.802, -2.446, -1.213)
H (0.972, -2.519, -3.004)
H (2.971, -1.499, -3.648)
H (2.217, 0.169, -3.056)
H (3.521, -0.478, -0.571)
H (4.510, -1.690, -1.648)
H (4.028, 1.217, -1.961)
H (-1.792, -1.601, -3.985)
H (-3.630, -0.020, -0.236)
H (-4.868, -0.452, -1.586)
H (-2.362, 1.662, -2.053)
H (-3.300, 1.850, -3.987)
H (-1.701, -0.567, 0.611)
H (-0.646, -4.011, -2.359)
F (3.584, 2.649, -0.051)
C (4.637, 3.182, 0.583)
C (4.875, 4.548, 0.485)
C (5.968, 5.104, 1.149)
C (6.819, 4.285, 1.895)
C (6.574, 2.913, 1.983)
C (5.475, 2.360, 1.329)
H (4.208, 5.168, -0.106)
H (6.159, 6.173, 1.085)
H (7.674, 4.718, 2.409)
H (7.240, 2.277, 2.561)
H (5.265, 1.297, 1.394)
F (-1.020, -1.373, 6.891)
C (-1.850, -1.784, 5.923)
C (-1.475, -1.638, 4.592)
C (-2.338, -2.070, 3.585)
C (-3.571, -2.634, 3.920)
C (-3.940, -2.772, 5.258)
C (-3.073, -2.350, 6.266)
H (-0.517, -1.190, 4.351)
H (-2.050, -1.967, 2.541)
H (-4.245, -2.967, 3.133)
H (-4.902, -3.208, 5.517)
H (-3.340, -2.458, 7.312)

Its spin multiplicity is 1. Its LUMO energy is -1.31 eV. Its highest occupied orbital energy is -9.3 eV. The HOMO-LUMO gap is 7.96 eV.

Per-atom Löwdin charges, elementary charge units: atom 1 (O): -0.057, atom 2 (C): -0.561, atom 3 (Cl): 0.559, atom 4 (C): -0.077, atom 5 (C): -0.253, atom 6 (C): -0.164, atom 7 (C): -0.152, atom 8 (C): -0.219, atom 9 (O): -0.153, atom 10 (C): -0.233, atom 11 (O): 0.013, atom 12 (N): 0.054, atom 13 (C): -0.361, atom 14 (C): -0.048, atom 15 (C): -0.198, atom 16 (O): -0.054, atom 17 (C): -0.171, atom 18 (F): 0.001, atom 19 (F): 0.017, atom 20 (F): 0.012, atom 21 (S): 0.932, atom 22 (O): -0.365, atom 23 (O): -0.320, atom 24 (F): -0.239, atom 25 (C): -0.522, atom 26 (O): -0.141, atom 27 (S): 0.825, atom 28 (H): 0.132, atom 29 (H): 0.142, atom 30 (H): 0.129, atom 31 (H): 0.118, atom 32 (H): 0.136, atom 33 (H): 0.104, atom 34 (H): 0.105, atom 35 (H): 0.141, atom 36 (H): 0.087, atom 37 (H): 0.150, atom 38 (H): 0.142, atom 39 (H): 0.153, atom 40 (H): 0.161, atom 41 (H): 0.139, atom 42 (H): 0.104, atom 43 (H): -0.068, atom 44 (F): 0.019, atom 45 (C): -0.294, atom 46 (C): -0.016, atom 47 (C): -0.081, atom 48 (C): -0.094, atom 49 (C): -0.077, atom 50 (C): -0.012, atom 51 (H): 0.116, atom 52 (H): 0.106, atom 53 (H): 0.102, atom 54 (H): 0.107, atom 55 (H): 0.117, atom 56 (F): 0.063, atom 57 (C): -0.289, atom 58 (C): -0.010, atom 59 (C): -0.075, atom 60 (C): -0.092, atom 61 (C): -0.084, atom 62 (C): -0.019, atom 63 (H): 0.115, atom 64 (H): 0.075, atom 65 (H): 0.101, atom 66 (H): 0.105, atom 67 (H): 0.115